No. 1
Molecular formula: C39H41N5O2PSSrTe
Method: DFT, ωB97M-V/def2-TZVPD

Properties
- multiplicity = 1
- charge = +1
- energy relative to the best compared isomer or geometry (same formula, charge and spin) (kcal/mol) = 9.2
- HOMO level (eV) = -8.955
- gap between HOMO and LUMO (eV) = 5.462

Element x y z (Å)
Sr (1.0360, -0.2028, 1.0856)
O (0.1330, 7.6948, 1.2732)
C (-0.6945, 7.0728, 2.1341)
O (-1.4635, 7.7028, 2.8002)
C (-0.6217, 5.5716, 2.2010)
C (0.4008, 4.8136, 1.6381)
C (0.3749, 3.4313, 1.7207)
C (-0.6588, 2.8006, 2.4048)
C (-1.6866, 3.5493, 2.9737)
C (-1.6628, 4.9287, 2.8705)
N (-0.6531, 1.3819, 2.4402)
C (-1.0244, 0.8099, 3.5197)
C (-1.1334, -0.6560, 3.6502)
C (-1.7559, -1.1732, 4.7793)
C (-1.9091, -2.5479, 4.8928)
C (-1.4252, -3.3420, 3.8714)
C (-0.8070, -2.7372, 2.7804)
N (-0.6669, -1.4253, 2.6530)
H (0.6490, 7.0611, 0.7652)
H (1.2442, 5.2712, 1.1356)
H (1.1707, 2.8573, 1.2661)
H (-2.5249, 3.0625, 3.4527)
H (-2.4516, 5.5309, 3.2976)
H (-1.2766, 1.3636, 4.4285)
H (-2.1078, -0.5052, 5.5532)
H (-2.3890, -2.9775, 5.7612)
H (-1.5076, -4.4178, 3.9044)
H (-0.3967, -3.3355, 1.9749)
N (2.1306, -0.3752, -1.4419)
C (2.2817, 0.8386, -2.1628)
C (3.5323, 1.2447, -2.6070)
C (3.6700, 2.4449, -3.2850)
C (2.5608, 3.2386, -3.5348)
C (1.3146, 2.8361, -3.0857)
C (1.1569, 1.6410, -2.3860)
P (-0.4120, 1.1778, -1.5983)
C (-1.0400, -0.2186, -2.6011)
C (-2.2390, -0.8081, -2.2009)
C (-2.7779, -1.8666, -2.9092)
C (-2.1149, -2.3684, -4.0232)
C (-0.9203, -1.7943, -4.4282)
C (-0.3894, -0.7182, -3.7271)
C (-1.5769, 2.4924, -2.0280)
C (-1.8744, 3.4646, -1.0779)
C (-2.7380, 4.5037, -1.3890)
C (-3.3161, 4.5708, -2.6470)
C (-3.0336, 3.5973, -3.5969)
C (-2.1683, 2.5626, -3.2902)
H (1.3902, -0.9565, -1.8180)
H (2.9851, -0.9224, -1.4422)
H (4.3970, 0.6244, -2.4149)
H (4.6479, 2.7568, -3.6207)
H (2.6650, 4.1710, -4.0697)
H (0.4517, 3.4638, -3.2628)
H (-2.7703, -0.4218, -1.3369)
H (-3.7198, -2.2959, -2.5965)
H (-2.5348, -3.1952, -4.5777)
H (-0.4069, -2.1678, -5.3038)
H (0.5266, -0.2553, -4.0748)
H (-1.4396, 3.4103, -0.0906)
H (-2.9661, 5.2542, -0.6444)
H (-3.9933, 5.3777, -2.8876)
H (-3.4892, 3.6461, -4.5762)
H (-1.9526, 1.8062, -4.0356)
Te (3.4070, 1.3957, 2.2380)
C (4.0704, -0.3923, 3.1159)
C (5.2236, -0.7315, 3.7482)
C (5.2489, -2.0910, 4.1724)
C (4.1231, -2.7822, 3.8613)
S (3.0100, -1.7474, 3.0539)
H (6.0365, -0.0409, 3.9050)
H (6.0819, -2.5360, 4.6942)
H (3.8931, -3.8102, 4.0732)
C (0.2695, -5.1359, -2.0872)
C (-0.1333, -4.9685, -0.6194)
C (-1.6524, -4.8877, -0.4879)
C (0.4139, -6.1292, 0.2019)
N (0.4584, -3.7493, -0.0093)
N (0.1202, -2.5100, -0.6357)
H (-0.1549, -6.0518, -2.4927)
H (1.3533, -5.2007, -2.1905)
H (-0.0966, -4.3231, -2.7170)
H (-2.1036, -5.8326, -0.7854)
H (-2.0717, -4.1135, -1.1332)
H (-1.9468, -4.6842, 0.5405)
H (0.0239, -7.0774, -0.1604)
H (0.1441, -6.0264, 1.2516)
H (1.5013, -6.1746, 0.1335)
H (1.4701, -3.8339, -0.0485)
H (-0.8544, -2.3081, -0.4229)
H (0.1359, -2.5999, -1.6552)

No. 2
Molecular formula: C39H42CdN2OPSb2Se
Method: DFT, ωB97M-V/def2-TZVPD

Properties
- multiplicity = 1
- charge = +1
- HOMO level (eV) = -9.809
- gap between HOMO and LUMO (eV) = 7.669

Element x y z (Å)
Cd (14.4766, 10.4346, 9.7719)
C (18.2306, 10.4256, 7.9638)
Sb (16.9973, 11.6946, 9.1532)
C (18.3069, 12.2270, 10.7151)
C (16.8144, 13.6113, 8.1156)
C (17.5256, 14.7696, 8.7864)
C (18.7510, 15.2372, 8.3357)
C (19.2978, 16.3916, 8.9081)
C (18.7636, 16.9429, 10.0358)
C (17.5664, 16.4294, 10.5279)
C (16.9351, 15.3361, 9.9425)
C (15.6480, 14.8507, 10.5066)
Sb (13.9318, 15.8063, 9.5234)
C (13.3053, 17.2209, 10.9873)
C (15.0739, 17.2456, 8.4234)
H (19.2670, 10.4178, 8.3079)
H (18.1975, 10.8555, 6.9659)
H (17.7589, 9.4700, 7.9266)
H (18.4703, 13.2971, 10.8388)
H (19.2500, 11.7337, 10.5653)
H (17.9036, 11.9806, 11.6774)
H (15.6900, 13.7728, 8.0585)
H (17.2112, 13.3440, 7.1032)
H (19.3011, 14.8373, 7.4869)
H (20.2227, 16.8452, 8.5406)
H (19.3743, 17.5606, 10.6408)
H (17.1809, 16.8580, 11.4787)
H (15.5611, 15.1399, 11.5584)
H (15.5244, 13.8281, 10.4060)
H (14.0212, 17.9870, 11.2330)
H (13.1358, 16.6062, 11.9282)
H (12.3149, 17.6889, 10.8011)
H (15.5687, 17.9538, 9.1096)
H (14.4055, 17.8209, 7.7857)
H (15.8256, 16.7657, 7.7977)
O (11.8048, 10.8125, 8.3518)
C (12.3773, 10.9189, 9.4365)
C (11.6852, 11.6609, 10.5701)
C (10.5269, 12.3650, 10.2190)
C (9.8115, 13.0179, 11.2031)
C (10.1843, 12.9464, 12.5610)
C (11.3753, 12.2688, 12.9043)
C (12.1198, 11.6753, 11.8846)
P (13.7261, 10.8942, 12.3454)
C (14.5467, 12.0582, 13.4536)
C (14.2180, 13.3737, 13.6803)
C (14.9516, 14.0898, 14.5788)
C (16.0897, 13.5688, 15.1924)
C (16.4090, 12.2120, 14.9655)
C (15.6240, 11.4578, 14.1627)
C (13.5238, 9.3978, 13.3848)
C (12.8656, 9.3296, 14.6196)
C (12.7160, 8.0833, 15.2434)
C (13.2961, 6.9743, 14.6925)
C (14.0817, 7.0685, 13.5318)
C (14.1089, 8.2500, 12.8218)
H (10.2860, 12.4395, 9.1726)
H (8.8969, 13.4596, 10.8736)
H (9.6379, 13.5154, 13.3162)
H (11.7090, 12.2159, 13.9119)
H (13.4239, 13.8694, 13.1329)
H (14.6722, 15.0976, 14.7997)
H (16.6708, 14.1661, 15.8654)
H (17.2749, 11.7491, 15.3805)
H (15.8252, 10.3821, 13.9870)
H (12.4626, 10.2124, 15.0597)
H (12.0445, 8.0231, 16.1102)
H (13.2500, 6.0245, 15.2278)
H (14.6663, 6.1896, 13.2801)
H (14.6777, 8.2998, 11.9007)
C (12.8659, 8.3594, 6.6572)
N (12.3502, 7.8678, 7.9540)
C (13.0894, 7.6749, 9.0385)
Se (14.9593, 7.8484, 9.2579)
N (12.2534, 7.4355, 10.0872)
C (10.9515, 7.5286, 9.6527)
C (9.7607, 7.6660, 10.3678)
C (8.6367, 7.9135, 9.6365)
C (8.6663, 8.0517, 8.2306)
C (9.8213, 8.0578, 7.5434)
C (10.9712, 7.8129, 8.3139)
H (13.8986, 8.0863, 6.5717)
H (12.7413, 9.4568, 6.6391)
H (12.2984, 7.8674, 5.8392)
H (12.5445, 7.2652, 11.0611)
H (9.6947, 7.4227, 11.4288)
H (7.6635, 7.8273, 10.1014)
H (7.7510, 8.2798, 7.7187)
H (9.7276, 8.2010, 6.4773)